[1]
The following is a DFT calculation (ωB97M-V with the def2-TZVPD basis set) of a molecular structure, C14H23DyI2O3P2 in a non-equilibrium geometry.

Calculated values
Net charge: +2
Multiplicity: 6

XYZ file:
```
45
Properties=species:S:1:pos:R:3:forces:R:3:lowdin_charge:R:1
I 0.38207 -0.66778 -5.95674 -0.399 1.148 0.505 0.153
I -0.32758 1.89371 -5.09808 0.397 -1.227 -0.208 0.149
Dy 0.03876 -0.40509 -1.11847 -0.165 -2.408 0.686 1.288
P -2.58997 0.09416 -1.60321 -1.571 0.065 0.275 0.722
C -3.52347 1.59908 -1.11693 0.207 0.279 -0.052 -0.224
C -3.15005 -0.50921 -3.24612 0.109 0.162 -0.051 -0.260
H -4.23666 -0.67777 -3.29102 0.358 0.084 0.095 0.072
H -4.21397 -1.38811 -0.46906 0.347 0.003 -0.040 0.074
H -2.63105 -1.45704 -3.46222 -0.223 0.234 0.018 0.046
H -2.60147 -2.16075 -0.61330 -0.288 0.192 0.161 0.050
H -3.27152 2.42583 -1.80323 -0.110 -0.333 0.225 0.060
H -2.85094 0.22143 -4.01905 -0.198 -0.303 0.340 0.003
C -3.13017 -1.21699 -0.38784 0.225 0.296 -0.247 -0.237
H -4.61975 1.48314 -1.09443 0.464 -0.260 -0.166 0.075
H -2.89502 -0.89926 0.64227 -0.062 -0.099 -0.433 0.053
H -3.19076 1.88423 -0.10662 -0.021 -0.128 -0.298 0.050
P 2.68143 0.19246 -1.57984 1.758 -0.050 0.192 0.730
C 3.59095 1.72623 -1.10971 -0.314 0.292 -0.049 -0.232
C 3.26770 -1.10537 -0.36763 -0.206 0.336 -0.223 -0.249
H 2.79726 -1.35827 -3.44540 0.202 0.277 0.047 0.032
H 4.37248 -0.52873 -3.26115 -0.341 0.095 0.174 0.072
H 2.97295 0.32187 -4.00316 0.154 -0.268 0.342 0.026
C 3.28122 -0.39388 -3.22082 -0.179 0.161 -0.064 -0.271
H 2.78948 -2.07071 -0.61504 0.254 0.248 0.184 0.050
H 4.36053 -1.22715 -0.41971 -0.368 0.018 -0.082 0.072
H 4.68906 1.64505 -1.10578 -0.415 -0.340 -0.136 0.073
H 3.27732 2.02126 -0.09517 0.046 -0.128 -0.320 0.060
H 2.99276 -0.80813 0.65924 0.056 -0.149 -0.415 0.051
H 3.31421 2.54538 -1.79588 0.069 -0.343 0.231 0.060
C 0.01430 1.87651 -1.05178 0.038 6.907 0.921 -0.192
O 0.04862 3.02129 -0.89417 -0.140 -4.426 -0.771 0.176
O -1.03306 1.22825 1.34445 0.825 -1.415 -0.472 0.012
C -0.43055 0.21707 1.75356 -0.477 0.723 0.979 -0.542
O 0.06397 -0.70725 0.93968 0.091 0.278 -1.983 -0.297
C -0.19496 -0.13275 3.15956 -0.058 -0.308 -0.528 -0.161
C 0.53872 -1.31004 3.40450 -0.310 0.452 -0.054 -0.026
C 0.70501 -1.72840 4.70104 -0.056 0.060 0.987 -0.055
C 0.12953 -0.97284 5.74612 -0.720 1.284 -1.235 -0.012
C -0.63494 0.22136 5.48482 1.067 -1.501 -0.598 -0.019
C -0.78921 0.62874 4.15963 0.074 -0.094 0.407 -0.004
H 0.93059 -1.87704 2.56165 -0.042 0.140 0.444 0.111
H 1.27549 -2.64523 4.90876 -0.352 0.540 0.053 0.122
H 0.25558 -1.29058 6.75536 0.052 -0.181 0.564 0.102
H -1.08609 0.78710 6.28073 0.003 -0.027 0.231 0.108
H -1.36879 1.50422 3.85023 0.219 -0.285 0.364 0.129
```
Forces are in eV/Å.



[2]
The following is a DFT calculation (ωB97M-V with the def2-TZVPD basis set) of 8 unconnected molecules or ions with the total composition C8H32O8 in a non-equilibrium geometry.

Calculated values
Multiplicity: 1
Energy above the lowest of the compared OMol25 structures with the same formula, charge and spin (eV): 0.2411
Structure (SMILES): CCO.CCO.CCO.CCO.O.O.O.O

XYZ file:
```
48
Properties=species:S:1:pos:R:3:forces:R:3:lowdin_charge:R:1
C -8.91837 -8.16257 -1.68720 2.250 0.999 0.910 -0.060
C -7.78256 -8.54923 -0.67731 -0.673 -1.573 -1.263 -0.250
O -7.36519 -9.89686 -0.99117 0.027 -0.126 -0.247 -0.130
H -8.83423 -7.07881 -1.80628 -0.398 0.049 0.080 0.068
H -9.86162 -8.40667 -1.28548 -1.180 -0.412 0.155 0.050
H -8.74817 -8.55028 -2.68368 0.055 -0.499 0.003 0.062
H -8.11964 -8.59287 0.35038 -0.251 0.612 0.232 0.108
H -6.93515 -7.89820 -0.79724 0.348 0.452 0.100 0.097
H -6.83489 -10.29390 -0.27466 -0.268 0.145 0.031 0.055
C -5.17239 -16.78651 -1.19275 2.377 -1.252 -0.171 -0.076
C -5.25241 -16.52634 -2.69359 -0.542 0.839 1.421 -0.311
O -4.81172 -15.19899 -2.90722 0.917 0.660 -1.423 -0.096
H -4.06526 -16.81111 -0.84833 -1.649 -0.010 -0.699 0.106
H -5.58575 -17.78129 -0.96341 -0.049 0.444 0.092 0.075
H -5.61576 -16.00333 -0.61793 -0.679 0.403 0.213 0.038
H -6.26767 -16.54679 -3.03683 -0.792 -0.481 -0.042 0.070
H -4.69125 -17.20551 -3.28667 0.694 -0.829 -0.331 0.102
H -4.56054 -15.15151 -3.85663 -0.245 0.308 1.025 0.106
C -9.58862 -11.28623 -4.90599 -1.694 0.293 0.002 -0.089
C -8.82706 -12.25341 -5.75470 1.070 -0.278 0.370 -0.290
O -8.36713 -13.38934 -5.00108 -0.097 0.586 0.045 -0.099
H -10.50353 -11.73148 -4.39371 0.859 0.480 -1.059 0.104
H -9.85229 -10.40342 -5.56353 0.107 -0.796 1.070 0.101
H -8.96539 -11.01086 -4.06440 0.223 0.549 -0.045 0.043
H -7.92828 -11.75944 -6.09883 0.308 0.391 -0.295 0.108
H -9.30988 -12.60041 -6.63725 -0.780 -0.424 -0.481 0.107
H -8.06975 -12.95861 -4.18266 0.133 -0.534 0.378 0.063
C -9.13632 -16.20545 -1.75467 -0.960 0.633 0.077 -0.087
C -9.16482 -16.18750 -3.28513 -0.035 0.816 0.380 -0.237
O -10.00049 -15.05431 -3.73396 0.988 -0.897 0.670 -0.127
H -10.16707 -16.07794 -1.41351 -0.058 -0.318 -0.033 0.068
H -8.65876 -15.33101 -1.35842 0.642 0.537 0.109 0.052
H -8.75598 -17.05165 -1.19428 0.333 -0.458 -0.562 0.076
H -9.68638 -17.07551 -3.59567 0.087 -0.475 -0.537 0.098
H -8.12932 -16.13583 -3.70130 -0.976 0.027 0.022 0.102
H -9.44207 -14.44894 -4.27663 -0.177 -0.269 0.168 0.030
O -6.25728 -13.54862 -0.66003 2.484 -0.955 -1.303 -0.055
H -5.63639 -13.59792 -1.44443 -0.677 -0.224 1.341 0.088
H -7.06711 -13.34774 -1.09895 -1.646 0.563 -0.583 -0.012
O -10.82192 -13.71207 -1.24395 -0.627 0.959 0.660 -0.068
H -10.55605 -14.23184 -2.00829 -0.390 -0.309 -0.816 -0.016
H -11.74890 -13.41244 -1.34937 0.960 -0.434 -0.208 0.074
O -6.21636 -11.73745 1.09757 -0.341 2.008 1.761 -0.061
H -6.62181 -12.06118 1.91440 0.195 0.081 -0.435 0.052
H -6.05945 -12.47546 0.52973 0.090 -1.370 -0.961 -0.054
O -8.34593 -12.44365 -2.12690 -0.849 0.269 0.216 -0.084
H -9.26788 -12.67875 -1.82295 0.978 0.384 -0.185 0.053
H -8.18900 -11.49846 -1.88865 -0.090 -0.562 0.148 0.046
```
Forces are in eV/Å.



[3]
The following is a DFT calculation (ωB97M-V with the def2-TZVPD basis set) of 9 unconnected molecules or ions with the total composition ClH16O12 in a non-equilibrium geometry.

Calculated values
Net charge: -1
Multiplicity: 1
Energy above the lowest of the compared OMol25 structures with the same formula, charge and spin (eV): 0.8625

XYZ file:
```
29
Properties=species:S:1:pos:R:3:forces:R:3:lowdin_charge:R:1
Cl -0.79728 1.07729 -0.52775 1.390 1.072 -0.247 0.836
O -1.25949 2.39548 -0.03741 0.307 -2.131 -0.717 -0.319
O 0.63260 1.25184 -0.97028 -2.307 -0.582 0.638 -0.364
O -0.88466 0.06674 0.56428 -0.217 1.568 -2.351 -0.332
O -1.57781 0.68001 -1.75176 1.135 0.928 1.923 -0.355
O 0.81758 1.22010 2.79809 0.800 2.685 2.258 -0.038
H 0.78070 1.87774 2.11419 0.248 0.880 -0.307 -0.031
H 0.54476 0.46883 2.37529 -0.789 -3.441 -1.421 -0.080
O 1.41757 3.29142 1.02236 0.897 0.665 1.029 -0.035
H 0.72212 3.22754 0.39540 -1.094 -0.124 -1.018 -0.020
H 2.21542 3.06037 0.54920 0.160 -0.233 -0.130 0.051
O 0.56582 -1.39442 -3.04898 -0.898 -2.488 -0.047 0.008
H -0.04405 -0.69536 -2.96680 -1.092 1.650 0.111 0.003
H 1.41674 -1.04746 -3.13365 1.915 1.160 -0.222 0.016
O -3.12959 1.01851 2.12591 0.374 -1.727 -0.015 -0.092
H -2.98116 0.07920 2.41017 -0.374 1.315 -0.038 0.051
H -2.46976 1.04060 1.41154 -0.236 0.497 0.364 -0.031
O -2.40972 -1.72814 -1.47945 0.159 -0.169 -0.931 -0.065
H -2.21984 -0.77717 -1.61331 -0.021 -0.457 -0.129 -0.038
H -2.80838 -1.71834 -0.62850 -0.652 -0.189 1.148 0.011
O 0.27359 -2.53282 -0.48919 1.424 -0.659 0.677 -0.046
H 0.16815 -1.92190 -1.20620 -0.121 0.343 -0.921 -0.028
H -0.58636 -2.61258 -0.12118 -1.250 -0.131 0.271 0.014
O 2.69826 -0.57665 -0.59622 0.750 -0.082 -0.031 -0.056
H 1.95251 -0.00227 -0.81104 -0.266 -0.038 0.070 -0.024
H 2.65866 -1.33974 -1.17803 -0.247 -0.018 0.096 0.026
O 1.30391 -1.37404 1.97435 -0.847 -0.257 0.871 -0.050
H 0.82115 -1.58846 1.17925 -0.557 -0.249 -0.665 -0.025
H 2.17856 -1.44633 1.63971 1.406 0.214 -0.266 0.013
```
Forces are in eV/Å.



[4]
The following is a DFT calculation (ωB97M-V with the def2-TZVPD basis set) of 2 unconnected molecules or ions with the total composition C3BrClF5N in a non-equilibrium geometry.

Calculated values
Multiplicity: 1

XYZ file:
```
11
Properties=species:S:1:pos:R:3:forces:R:3:lowdin_charge:R:1
C 1.51058 1.03643 0.00380 1.219 -1.044 0.000 -0.944
C 0.65991 -1.11852 -0.52763 0.843 0.754 -1.440 -0.429
C -2.73372 -0.62816 1.05140 0.274 -0.364 0.755 -0.534
N 1.21624 -0.04437 -0.86246 -0.307 -0.329 0.463 0.154
F 2.87980 1.07978 0.24447 -1.587 0.052 -0.300 0.014
F 0.92182 0.87133 1.20600 0.060 0.898 -0.209 0.057
F 0.35984 -1.61080 0.64249 -0.127 0.006 -0.543 0.189
F 0.35624 -1.93847 -1.52784 -0.117 -0.130 1.298 0.158
F -2.46065 -1.03973 -0.13906 0.283 -0.384 -0.778 -0.074
Cl -3.71823 0.73276 0.86576 -0.557 0.776 0.017 0.642
Br 1.00817 2.65975 -0.95693 0.016 -0.236 0.736 0.767
```
Forces are in eV/Å.



[5]
The following is a DFT calculation (ωB97M-V with the def2-TZVPD basis set) of a single C5H7N molecule in a non-equilibrium geometry.

Calculated values
Multiplicity: 1
Energy above the lowest of the compared OMol25 structures with the same formula, charge and spin (eV): 4.7097

XYZ file:
```
13
Properties=species:S:1:pos:R:3:forces:R:3:lowdin_charge:R:1
N -2.08210 -0.56039 0.08372 0.465 0.100 -0.042 0.098
C -1.76636 0.13333 -0.84319 -0.511 -0.219 0.163 -0.196
C -0.50643 0.68566 -1.24920 0.734 -0.123 0.359 -0.086
C 0.44765 -0.26899 -0.16342 -0.572 -0.157 -0.464 -0.422
C -0.50064 -0.70543 0.90953 -0.807 -0.147 -0.159 -0.070
C 1.49539 0.26611 0.60232 0.957 0.592 0.160 0.035
H -0.42140 1.75340 -1.02929 -0.029 -0.156 -0.017 0.103
H -0.20261 0.48157 -2.27772 -0.064 0.033 0.175 0.096
H 0.76799 -1.10669 -0.78851 -0.062 0.088 0.108 0.133
H -0.39978 -1.73084 1.26063 -0.040 0.155 -0.071 0.097
H -0.66610 0.00300 1.71947 0.097 -0.088 -0.110 0.095
H 1.29665 1.04816 1.33044 0.000 -0.121 -0.107 0.060
H 2.53775 0.00110 0.44524 -0.167 0.044 0.004 0.057
```
Forces are in eV/Å.



Number 1: E_tot -2935.63592 Ha. Number 2: E_tot -925.88292 Ha. Number 3: E_tot -1372.50389 Ha. Number 4: E_tot -3702.49715 Ha. Number 5: E_tot -249.30016 Ha.